#P
Formula: C6H13N2
Source: the Open Molecules 2025 dataset
Level of theory: ωB97M-V with the def2-TZVPD basis set

Results
HOMO   -14.03 eV
HOMO-LUMO gap   11.37 eV

```
! RIJCOSX wB97M-V def2-TZVPD def2/J DEFGRID3
* xyz 1 1
C 0.675 1.614 -0.497
C -0.246 0.681 -0.394
C 1.951 1.159 0.156
C 1.470 -0.044 0.989
C 0.541 -1.575 -0.711
C -2.035 0.710 -0.467
N 0.253 -0.518 0.273
N -2.417 -0.126 0.625
H 0.570 2.573 -0.963
H 2.712 0.889 -0.577
H 2.363 1.951 0.783
H 2.207 -0.841 1.073
H 1.184 0.285 1.989
H 1.336 -1.244 -1.377
H 0.853 -2.491 -0.210
H -0.350 -1.779 -1.301
H -2.296 0.301 -1.437
H -2.280 1.764 -0.401
H -2.679 0.410 1.444
H -0.527 -0.833 0.887
H -3.185 -0.746 0.392
*
```

#Q
Formula: C6H13N2
Source: the Open Molecules 2025 dataset
Level of theory: ωB97M-V with the def2-TZVPD basis set

Results
HOMO   -13.89 eV
HOMO-LUMO gap   11.22 eV

```
! RIJCOSX wB97M-V def2-TZVPD def2/J DEFGRID3
* xyz 1 1
C -1.194 1.448 1.094
C -0.350 1.656 0.091
C -1.194 0.013 1.393
C 0.047 -1.963 0.425
C -0.185 -0.168 -1.635
C 1.864 0.675 -0.513
N 0.073 -0.497 0.828
N 0.390 0.401 -0.355
H -1.830 2.098 1.551
H -0.273 2.649 -0.362
H -1.227 -0.380 2.553
H -2.100 -0.510 1.096
H 0.743 -1.975 -0.349
H 0.518 -2.383 1.266
H -0.924 -2.550 0.267
H -1.175 -0.248 -1.562
H 0.047 0.601 -2.380
H 0.311 -1.043 -1.787
H 2.311 -0.215 -0.389
H 2.045 1.006 -1.454
H 2.106 1.385 0.222
*
```

How do the energies compare? Relative to the most stable structure, in kJ/mol: #P 0.0; #Q 266.4.

#P
Formula: C5H28N2O9
Source: the Open Molecules 2025 dataset
Level of theory: ωB97M-V with the def2-TZVPD basis set

Results
HOMO   -9.16 eV
HOMO-LUMO gap   9.28 eV

```
! RIJCOSX wB97M-V def2-TZVPD def2/J DEFGRID3
* xyz 0 1
O -0.876 -1.619 1.555
C 0.045 -1.003 2.033
C 0.036 0.529 1.775
C -1.358 1.001 1.407
C -1.460 1.424 -0.096
C -1.306 0.136 -0.933
N -1.033 0.547 -2.301
N 0.695 1.296 2.848
H 0.767 -1.570 2.687
H 0.608 0.671 0.810
H -1.578 1.807 2.171
H -2.130 0.255 1.493
H -0.828 2.271 -0.295
H -2.516 1.753 -0.191
H -2.109 -0.564 -1.022
H -0.584 -0.551 -0.475
H -1.699 0.896 -2.964
H -0.303 1.290 -2.323
H 1.701 1.182 2.800
H 0.399 0.975 3.765
H 1.413 -4.214 0.233
H -0.135 -3.862 0.137
O 0.602 -4.045 0.727
H -0.918 -2.582 -2.509
H -2.379 -2.444 -2.469
O -1.635 -2.528 -1.861
H 2.127 -1.142 -0.712
H 1.892 -1.941 0.598
O 2.236 -1.107 0.259
H 1.679 -1.399 -3.163
H 0.670 -0.426 -2.536
O 1.253 -1.181 -2.326
H 0.052 3.877 -1.351
H 1.307 3.189 -0.784
O 0.732 3.229 -1.567
H -2.800 -2.951 0.679
H -3.357 -1.603 0.299
O -3.590 -2.541 0.294
H 3.714 0.900 -0.612
H 2.623 0.727 0.479
O 3.106 1.387 -0.046
H 1.111 3.092 1.670
H 2.209 3.108 0.681
O 1.618 3.731 1.137
*
```

#Q
Formula: C5H28N2O9
Source: the Open Molecules 2025 dataset
Level of theory: ωB97M-V with the def2-TZVPD basis set

Results
HOMO   -9.05 eV
HOMO-LUMO gap   9.16 eV

```
! RIJCOSX wB97M-V def2-TZVPD def2/J DEFGRID3
* xyz 0 1
C -1.296 -1.124 0.812
N -0.969 -0.425 -0.268
C -2.251 1.635 -0.667
C -0.932 1.017 -0.237
C 0.259 1.654 -0.982
N 1.572 0.902 -0.928
C 1.877 -0.022 0.155
O -1.596 -0.701 1.931
H -1.259 -2.193 0.766
H -0.826 -0.968 -1.119
H -3.067 0.917 -0.665
H -2.462 2.567 -0.130
H -2.312 1.868 -1.741
H -0.713 1.288 0.792
H 0.495 2.635 -0.611
H -0.068 1.504 -2.010
H 2.313 1.601 -0.955
H 2.611 0.391 0.846
H 1.081 -0.403 0.765
H 2.307 -0.987 -0.143
H 1.881 3.463 2.230
H 2.512 3.610 0.828
O 2.430 4.048 1.681
H -1.137 -2.901 -1.955
H -2.279 -3.631 -1.134
O -1.433 -3.179 -1.048
H -2.551 1.126 3.946
H -1.536 1.035 2.751
O -1.928 1.656 3.375
H -0.988 -2.581 -4.102
H 0.220 -1.472 -3.806
O -0.404 -2.154 -3.420
H 1.162 -1.434 4.175
H -0.152 -1.638 3.415
O 0.713 -1.229 3.375
H 0.544 -3.387 -0.983
H 0.930 -3.807 -2.373
O 1.331 -3.649 -1.484
H 1.921 -1.156 -3.938
H 1.496 0.020 -3.107
O 1.289 -0.447 -3.968
H 0.474 1.479 3.607
H 0.084 2.861 3.363
O 0.658 2.209 2.962
*
```

#R
Formula: C5H28N2O9
Source: the Open Molecules 2025 dataset
Level of theory: ωB97M-V with the def2-TZVPD basis set

Results
HOMO   -8.67 eV
HOMO-LUMO gap   8.87 eV

```
! RIJCOSX wB97M-V def2-TZVPD def2/J DEFGRID3
* xyz 0 1
C -0.961 -1.358 -3.055
C 0.236 -0.586 -2.515
C -0.036 0.448 -1.427
C -0.576 0.274 -0.214
C -0.078 2.779 -1.810
N 0.534 1.695 -1.786
N -2.154 -1.637 -2.244
H -0.575 -2.261 -3.483
H -1.421 -0.710 -3.894
H 1.054 -1.212 -2.125
H 0.676 -0.041 -3.411
H -0.813 -0.701 0.220
H -0.716 1.166 0.414
H -1.137 2.779 -1.480
H 0.511 3.609 -2.083
H -2.513 -0.824 -1.714
H -1.907 -2.239 -1.471
H 2.556 0.996 1.296
H 1.878 2.042 0.581
O 1.862 1.657 1.471
H 4.226 -1.258 0.575
H 2.788 -1.752 0.323
O 3.312 -0.998 0.593
H 3.379 0.887 -0.728
H 2.523 1.813 -1.525
O 3.221 1.830 -0.874
H -1.645 -2.124 1.910
H -0.107 -2.723 2.051
O -0.902 -2.627 1.529
H 1.061 -0.041 2.276
H 0.986 0.152 3.739
O 0.516 -0.302 3.030
H -1.409 2.761 1.843
H -0.818 2.163 3.101
O -1.653 2.208 2.582
H -2.135 -0.659 3.411
H -1.274 0.128 2.431
O -2.097 -0.437 2.489
H 1.482 -3.774 0.270
H 0.430 -2.669 0.240
O 1.305 -2.907 -0.085
H -3.673 2.109 -0.436
H -2.995 0.883 0.374
O -2.941 1.460 -0.390
*
```

#S
Formula: C5H28N2O9
Source: the Open Molecules 2025 dataset
Level of theory: ωB97M-V with the def2-TZVPD basis set

Results
HOMO   -9.02 eV
HOMO-LUMO gap   9.18 eV

```
! RIJCOSX wB97M-V def2-TZVPD def2/J DEFGRID3
* xyz 0 1
N -1.040 -0.878 -1.005
C -1.006 -0.594 0.464
C -0.663 -1.866 1.269
C -1.895 -2.561 1.773
O -2.764 -2.811 0.999
C 0.116 0.398 0.595
N -0.286 1.487 1.501
C 0.654 2.715 1.310
H -1.757 -0.284 -1.437
H -1.327 -1.885 -1.133
H -1.976 -0.228 0.862
H 0.095 -1.747 2.012
H -0.292 -2.580 0.497
H -2.110 -2.809 2.815
H 1.091 -0.168 1.054
H 0.589 0.815 -0.353
H -0.349 1.287 2.503
H 0.512 3.069 0.284
H 0.215 3.448 1.946
H 1.654 2.405 1.567
H -2.476 2.393 2.456
H -2.507 0.980 2.968
O -2.000 1.843 3.167
H -1.940 3.664 0.284
H -1.915 2.079 0.650
O -2.258 2.774 -0.008
H 1.905 -3.161 -1.773
H 2.436 -1.890 -2.471
O 2.742 -2.679 -1.935
H 3.550 -0.199 2.683
H 3.402 0.673 1.453
O 3.683 0.731 2.351
H 0.685 -1.344 -4.021
H 0.257 -0.937 -2.469
O 0.773 -1.502 -3.094
H 0.237 1.805 -3.285
H 1.604 1.349 -3.508
O 0.754 1.063 -3.509
H -1.933 2.483 -1.679
H -2.122 2.102 -3.201
O -1.480 2.165 -2.517
H 4.209 -1.580 -0.136
H 2.645 -1.857 -0.537
O 3.258 -1.671 0.301
*
```

How do the energies compare? Relative to the most stable structure, in kJ/mol: #P 33.6; #Q 0.0; #R 80.9; #S 206.4.

#P
Formula: C6H14O2
Source: the Open Molecules 2025 dataset
Level of theory: ωB97M-V with the def2-TZVPD basis set

Results
HOMO   -9.46 eV
HOMO-LUMO gap   10.07 eV

```
! RIJCOSX wB97M-V def2-TZVPD def2/J DEFGRID3
* xyz 0 1
C -0.157 -1.318 2.087
C 0.761 -1.179 3.025
C 0.140 -1.901 0.713
C 0.263 -0.820 -0.351
C 1.430 -0.487 -0.886
C 1.654 0.375 -2.057
H -1.201 -1.028 2.170
H 0.604 -0.539 3.884
H 1.805 -1.450 2.906
H -0.610 -2.617 0.375
H 1.109 -2.396 0.836
H -0.748 -0.482 -0.580
H 2.257 -0.922 -0.340
H 2.214 1.289 -1.852
H 0.725 0.785 -2.481
H 2.020 -0.153 -2.941
H -3.930 0.657 -1.422
H -3.488 2.003 -0.801
O -3.592 1.531 -1.634
H -0.220 2.356 -0.704
H -0.408 3.097 0.495
O -0.629 3.198 -0.443
*
```

#Q
Formula: C6H14O2
Source: the Open Molecules 2025 dataset
Level of theory: ωB97M-V with the def2-TZVPD basis set

Results
HOMO   -9.51 eV
HOMO-LUMO gap   10.36 eV

```
! RIJCOSX wB97M-V def2-TZVPD def2/J DEFGRID3
* xyz 0 1
C 2.168 0.812 2.414
C 1.908 1.254 0.984
C 1.631 0.065 0.042
C -2.162 0.295 -0.893
O -2.115 -0.429 -2.138
C -0.806 0.680 -0.380
C 0.200 -0.184 -0.368
H 2.755 1.563 2.941
H 1.276 0.683 3.018
H 2.746 -0.109 2.497
H 2.765 1.798 0.601
H 1.066 1.932 0.918
H 2.157 0.183 -0.918
H 2.023 -0.866 0.451
H -2.693 -0.365 -0.200
H -2.792 1.148 -1.042
H -1.366 -0.131 -2.677
H -0.645 1.711 -0.078
H -0.025 -1.192 -0.687
H -2.552 -2.182 -1.395
H -3.021 -3.539 -1.899
O -2.518 -3.128 -1.191
*
```

How do the energies compare? Relative to the most stable structure, in kJ/mol: #P 83.7; #Q 0.0.

#P
Formula: C6H14O2
Source: the Open Molecules 2025 dataset
Level of theory: ωB97M-V with the def2-TZVPD basis set

Results
HOMO   -8.35 eV
HOMO-LUMO gap   8.76 eV

```
! RIJCOSX wB97M-V def2-TZVPD def2/J DEFGRID3
* xyz 0 1
C -0.235 0.713 -0.698
C 0.735 1.265 0.376
C 1.561 0.270 0.796
C 2.047 -0.899 0.260
C 1.265 -1.904 -0.209
C 0.893 2.640 1.109
H -0.503 1.469 -1.516
H -0.911 -0.046 -0.625
H 0.396 0.129 -1.422
H 2.309 0.486 1.451
H 3.124 -1.182 0.129
H 0.275 -2.172 -0.105
H 1.858 -2.754 -0.709
H 0.533 2.569 2.115
H 0.329 3.371 0.486
H 1.960 2.935 0.982
H -1.493 -1.933 -2.779
H -2.580 -2.252 -1.824
O -1.664 -2.425 -2.046
H -2.954 0.563 1.534
H -3.521 -0.664 0.959
O -3.423 -0.181 1.736
*
```

#Q
Formula: C6H14O2
Source: the Open Molecules 2025 dataset
Level of theory: ωB97M-V with the def2-TZVPD basis set

Results
HOMO   -8.73 eV
HOMO-LUMO gap   9.59 eV

```
! RIJCOSX wB97M-V def2-TZVPD def2/J DEFGRID3
* xyz 0 1
C -0.471 -0.230 -0.233
C 0.938 -0.544 -0.159
C -0.046 1.309 2.123
C -1.088 0.489 -1.398
C -1.436 -0.967 0.651
C 2.028 0.094 -0.966
O 0.285 1.158 0.773
O 0.364 -1.954 -1.098
H 0.483 -1.731 -2.031
H 1.246 -1.044 0.751
H -1.132 1.404 2.278
H 0.315 0.475 2.746
H 0.425 2.224 2.501
H -1.917 -1.753 0.071
H -0.355 0.920 -2.075
H -1.703 1.300 -1.008
H -1.721 -0.198 -1.959
H -0.941 -1.433 1.500
H -2.206 -0.282 1.006
H 2.772 -0.660 -1.223
H 1.661 0.551 -1.883
H 2.498 0.873 -0.368
*
```

#R
Formula: C6H14O2
Source: the Open Molecules 2025 dataset
Level of theory: ωB97M-V with the def2-TZVPD basis set

Results
HOMO   -9.92 eV
HOMO-LUMO gap   10.83 eV

```
! RIJCOSX wB97M-V def2-TZVPD def2/J DEFGRID3
* xyz 0 1
O 1.563 1.134 1.005
C 1.093 1.927 0.225
C -0.135 1.706 -0.610
C -0.907 0.407 -0.607
C -0.339 -0.914 -1.136
C -1.401 -1.991 -0.975
C 0.985 -1.401 -0.533
H 1.624 2.892 0.123
H 0.156 1.990 -1.633
H -0.806 2.522 -0.319
H -1.409 0.197 0.329
H -1.782 0.611 -1.236
H -0.161 -0.817 -2.213
H -1.793 -1.939 0.049
H -1.051 -3.006 -1.143
H -2.263 -1.831 -1.611
H 0.846 -1.784 0.471
H 1.363 -2.138 -1.245
H 1.746 -0.631 -0.457
H 0.273 -0.326 2.240
H -1.233 -0.953 2.067
O -0.656 -0.319 2.481
*
```

How do the energies compare? Relative to the most stable structure, in kJ/mol: #P 315.8; #Q 268.9; #R 0.0.